[1]
{
  "formula": "C18H27B2F4N2O5",
  "method": "ωB97M-V with the def2-TZVPD basis set",
  "elements": ["O", "C", "F", "C", "B", "C", "C", "C", "N", "C", "C", "C", "C", "C", "C", "C", "O", "C", "O", "C", "F", "F", "F", "B", "O", "O", "H", "H", "H", "H", "H", "H", "H", "H", "H", "H", "H", "H", "H", "H", "H", "H", "H", "H", "H", "H", "C", "C", "C", "C", "N", "H", "H", "H", "H", "H", "H", "H"],
  "xyz": [[0.3000, -3.3715, 0.9023], [-0.2047, -2.9926, 1.9038], [0.1405, -3.6848, 3.0702], [-1.1261, -1.8658, 2.1648], [-1.9831, -1.3361, 0.8637], [-3.0216, -0.1676, 1.4358], [-2.3271, 1.1603, 1.8075], [-2.4724, 2.2516, 0.7293], [-1.1796, 2.7954, 0.3046], [-1.1872, 3.2831, -1.0760], [0.2207, 3.3878, -1.6127], [1.2779, 3.7769, -0.7886], [2.5857, 3.8427, -1.2571], [2.8596, 3.5055, -2.5779], [1.8199, 3.1244, -3.4171], [0.5135, 3.0739, -2.9418], [-0.5080, 2.6842, -3.7912], [-2.9473, -2.5352, 0.2704], [-2.3538, -3.3049, -0.8452], [-3.1673, -3.6912, -1.7968], [-3.5036, -2.6910, -2.6698], [-4.3611, -4.1910, -1.3583], [-2.5874, -4.6602, -2.5313], [-0.9799, -0.6277, -0.3477], [0.4123, -0.4416, -0.1899], [-1.4440, -0.1645, -1.5704], [-0.5325, -1.0699, 2.6317], [-1.8195, -2.1938, 2.9521], [-3.8215, 0.0487, 0.7160], [-3.5266, -0.5606, 2.3318], [-1.2674, 1.0039, 2.0391], [-2.7645, 1.5481, 2.7344], [-3.0740, 3.0745, 1.1305], [-3.0206, 1.8419, -0.1305], [-0.5073, 2.0358, 0.3360], [-1.7338, 2.5902, -1.7251], [-1.6674, 4.2672, -1.1020], [1.0546, 4.0201, 0.2426], [3.3876, 4.1449, -0.5945], [3.8697, 3.5197, -2.9682], [2.0167, 2.8569, -4.4486], [-0.5437, 3.3137, -4.5169], [-3.1744, -3.2768, 1.0446], [-3.8893, -2.1050, -0.0815], [0.5988, 0.0565, 0.6116], [-2.4044, -0.2160, -1.5623], [4.7793, -1.3425, 0.2441], [4.6817, -2.2735, 1.4471], [3.2371, -2.4812, 1.9135], [2.6142, -1.2228, 2.3161], [2.1205, -0.2323, 2.6080], [4.4089, -0.3456, 0.4860], [5.8152, -1.2429, -0.0839], [4.1925, -1.7224, -0.5932], [5.2776, -1.8748, 2.2717], [5.1011, -3.2491, 1.1930], [3.1900, -3.1661, 2.7609], [2.6254, -2.9071, 1.1157]],
  "forces_ev_per_a": [[-0.02, -0.14, 0.07], [0.23, 0.18, -0.12], [-0.04, 0.02, 0.04], [-0.39, -0.16, 0.10], [-0.32, 0.37, -0.24], [0.39, -0.19, 0.20], [-0.55, 0.15, 0.21], [0.20, 0.10, 0.10], [0.13, -0.11, -0.09], [0.16, -0.29, 0.13], [0.16, 0.03, 0.00], [0.06, -0.03, -0.12], [-0.08, -0.06, -0.13], [-0.24, -0.01, -0.02], [0.00, 0.08, 0.14], [0.16, 0.11, 0.09], [-0.07, 0.16, 0.09], [0.23, 0.41, 0.27], [-0.12, -0.17, -0.13], [-0.04, 0.01, 0.01], [0.00, -0.21, 0.20], [0.25, 0.05, -0.11], [-0.09, 0.18, 0.03], [0.36, -0.29, 0.16], [-0.33, 0.66, -0.46], [0.02, 0.12, 0.13], [0.10, -0.07, -0.06], [0.10, -0.03, 0.04], [-0.02, -0.01, 0.00], [-0.08, 0.02, -0.04], [0.02, -0.01, -0.10], [0.12, 0.04, 0.01], [-0.06, 0.01, -0.13], [0.04, -0.04, -0.02], [-0.01, -0.03, -0.03], [-0.12, 0.16, -0.04], [-0.11, -0.03, -0.09], [0.01, -0.02, 0.00], [-0.04, -0.03, 0.01], [0.02, 0.06, 0.08], [-0.04, -0.06, 0.01], [0.03, -0.11, -0.09], [-0.18, -0.04, -0.09], [-0.01, -0.12, -0.07], [0.21, -0.51, 0.29], [0.01, -0.23, -0.21], [0.06, -0.02, 0.01], [0.04, 0.09, -0.07], [0.13, -0.04, -0.05], [0.05, -0.40, -0.17], [-0.15, 0.48, 0.18], [-0.04, -0.01, -0.01], [0.00, 0.00, -0.01], [-0.03, 0.02, 0.01], [0.00, -0.02, 0.02], [-0.04, -0.03, 0.03], [-0.04, -0.02, -0.01], [-0.03, 0.02, 0.03]],
  "homo_ev": -4.93,
  "orbital_gap_ev": 7.64,
  "lumo_energy_ev": 2.7,
  "molar_mass_g_mol": 449.039,
  "total_charge": -1
}

=====

[2]
{
  "formula": "H6N2Si",
  "method": "ωB97M-V with the def2-TZVPD basis set",
  "elements": ["N", "N", "Si", "H", "H", "H", "H", "H", "H"],
  "xyz": [[1.6347, -0.1803, 0.4978], [0.3217, 0.6198, -0.0997], [-1.3203, -0.0208, 0.1361], [2.4222, 0.4547, 0.6365], [1.8083, -0.8509, -0.2597], [0.6544, 0.7462, -1.0463], [-1.5180, -1.4661, -0.0277], [-1.9639, 0.2487, -1.1859], [-2.0392, 0.4487, 1.3488]],
  "forces_ev_per_a": [[-3.16, 0.34, -0.79], [2.96, -1.47, 1.21], [0.64, -0.22, -1.11], [-0.62, 0.18, -0.51], [0.33, 0.47, 0.55], [-0.79, 0.28, -0.12], [0.38, -0.48, 0.64], [-0.07, 0.80, 0.38], [0.32, 0.09, -0.25]],
  "de_lowest_kcal_mol": 14.2,
  "homo_ev": -9.83,
  "orbital_gap_ev": 10.79,
  "lumo_energy_ev": 1.0,
  "molar_mass_g_mol": 62.148
}

=====

[3]
{
  "formula": "C7H14",
  "method": "ωB97M-V with the def2-TZVPD basis set",
  "elements": ["C", "C", "C", "C", "C", "C", "C", "H", "H", "H", "H", "H", "H", "H", "H", "H", "H", "H", "H", "H", "H"],
  "xyz": [[-0.8207, 1.7657, 1.0051], [-1.0724, 0.3146, 0.5924], [0.2028, -0.4800, 0.2956], [1.0685, -0.7116, 1.5261], [-0.0021, -1.6983, -0.5452], [0.9712, -0.2668, -0.9800], [0.3048, 0.5128, -2.1046], [-1.7646, 2.2896, 1.1941], [-0.2202, 1.8286, 1.9197], [-0.2863, 2.3104, 0.2182], [-1.6117, -0.2077, 1.3968], [-1.7443, 0.2952, -0.2743], [0.4953, -1.2230, 2.3099], [1.4446, 0.2341, 1.9311], [1.9405, -1.3241, 1.2713], [0.3982, -2.6366, -0.1379], [-0.9255, -1.8092, -1.1028], [1.1381, -1.4322, -1.3035], [0.5851, 1.5691, -1.9902], [-0.7944, 0.4744, -2.1438], [0.6932, 0.1951, -3.0780]],
  "forces_ev_per_a": [[0.06, 0.07, 0.02], [0.02, 0.07, -0.04], [-0.13, -0.16, 0.31], [0.02, -0.01, 0.10], [-0.78, 0.10, 0.57], [-0.66, -1.15, -0.37], [-0.02, -0.05, -0.05], [0.15, -0.10, -0.03], [-0.10, -0.02, -0.15], [-0.08, -0.08, 0.13], [0.13, 0.10, -0.14], [0.16, -0.01, 0.14], [0.08, 0.06, -0.05], [-0.07, -0.13, -0.08], [-0.17, 0.10, 0.01], [0.20, 0.42, -0.45], [0.01, 0.16, 0.04], [1.10, 0.85, -0.11], [-0.03, -0.23, 0.02], [0.19, -0.02, 0.00], [-0.07, 0.03, 0.16]],
  "de_lowest_kcal_mol": 80.9,
  "homo_ev": -7.88,
  "orbital_gap_ev": 8.90,
  "lumo_energy_ev": 1.0,
  "molar_mass_g_mol": 98.189
}

=====

[4]
{
  "formula": "C26H59N4O12S",
  "method": "ωB97M-V with the def2-TZVPD basis set",
  "elements": ["N", "C", "C", "C", "C", "C", "C", "O", "O", "C", "C", "C", "C", "C", "C", "C", "S", "C", "N", "N", "C", "O", "C", "C", "N", "H", "H", "H", "H", "H", "H", "H", "H", "H", "H", "H", "H", "H", "H", "H", "H", "H", "H", "H", "H", "H", "H", "H", "C", "O", "H", "H", "H", "H", "C", "O", "H", "H", "H", "H", "C", "O", "H", "H", "H", "H", "C", "O", "H", "H", "H", "H", "C", "O", "H", "H", "H", "H", "C", "O", "H", "H", "H", "H", "C", "O", "H", "H", "H", "H", "C", "O", "H", "H", "H", "H", "C", "O", "H", "H", "H", "H"],
  "xyz": [[6.9084, -4.7064, 1.5966], [7.7573, -3.9484, 1.0481], [7.9019, -3.9311, -0.5090], [6.6790, -3.2105, -1.0642], [6.2265, -2.0415, -0.5085], [5.0805, -1.4504, -1.0284], [4.6224, -0.1870, -0.3113], [4.5885, -0.2525, 0.9032], [4.3097, 0.9739, -0.8907], [3.9364, 0.9634, -2.2781], [2.4473, 0.6168, -2.5358], [1.6341, 0.2393, -1.2765], [0.2899, -0.4110, -1.7551], [-0.8743, -0.0018, -0.8148], [-2.2371, -0.2665, -1.5234], [-3.0368, -1.4108, -0.8002], [-4.7154, -0.7702, -0.4341], [-5.8388, -2.1008, -0.7354], [-6.5958, -2.4616, 0.2429], [-7.3570, -3.4956, -0.2641], [-7.0352, -3.6808, -1.4671], [-6.0409, -2.8083, -1.8574], [4.4402, -2.0753, -2.1015], [4.9514, -3.2128, -2.6299], [6.0550, -3.7657, -2.1071], [6.4247, -5.2529, 0.8783], [8.3736, -3.2728, 1.6482], [8.8487, -3.4928, -0.8380], [7.8220, -4.9858, -0.8050], [6.7469, -1.6048, 0.3367], [4.5972, 0.3618, -2.9184], [4.0955, 1.9865, -2.6331], [1.9583, 1.4977, -2.9697], [2.3356, -0.1615, -3.3078], [2.1124, -0.5147, -0.6382], [1.4054, 1.1493, -0.7145], [0.0799, -0.2168, -2.8111], [0.4127, -1.4980, -1.6118], [-0.7728, 1.0592, -0.5535], [-0.8025, -0.5790, 0.1150], [-2.0742, -0.4906, -2.5805], [-2.8043, 0.6768, -1.4528], [-3.1415, -2.2613, -1.4812], [-2.5807, -1.7319, 0.1391], [-7.4278, -4.4058, -2.1645], [3.5280, -1.6633, -2.5200], [4.4420, -3.6882, -3.4623], [6.3940, -4.6315, -2.5140], [-4.3929, 3.4554, -0.6256], [-3.1248, 2.7971, -0.6643], [-4.7838, 3.5306, -1.6388], [-5.0879, 2.8764, -0.0136], [-4.2814, 4.4588, -0.2094], [-2.8028, 2.7437, 0.2431], [5.7889, 1.5991, 3.9102], [4.9905, 2.1164, 2.8508], [5.6865, 2.2557, 4.7709], [5.4519, 0.5948, 4.1831], [6.8399, 1.5628, 3.6109], [5.0925, 1.5241, 2.0998], [3.0749, 5.6075, 3.8755], [3.4688, 4.7468, 2.8143], [2.5211, 6.4431, 3.4522], [2.4321, 5.0716, 4.5786], [3.9548, 5.9916, 4.4004], [3.9582, 4.0114, 3.2023], [-10.8489, -3.1794, 0.6849], [-10.3282, -2.6942, 1.9160], [-11.7823, -3.7002, 0.8863], [-11.0428, -2.3453, 0.0039], [-10.1397, -3.8743, 0.2287], [-9.5041, -2.2387, 1.7195], [-0.2357, 1.3731, 2.4779], [-0.6276, 2.6438, 1.9555], [-0.8627, 0.6069, 2.0302], [0.8091, 1.1768, 2.2301], [-0.3679, 1.3598, 3.5614], [-0.0596, 3.3044, 2.3631], [-0.4916, 3.9654, 4.9983], [0.7962, 3.3511, 4.9859], [-0.8601, 4.0119, 3.9791], [-1.1833, 3.3741, 5.6027], [-0.4219, 4.9791, 5.4001], [1.1087, 3.3172, 5.8940], [-7.7053, -2.0096, -5.2790], [-6.4216, -2.6266, -5.2981], [-8.0522, -1.9125, -6.3045], [-8.4151, -2.6240, -4.7177], [-7.6425, -1.0168, -4.8262], [-6.1283, -2.7052, -4.3858], [2.6031, -1.3213, 3.9533], [1.7565, -1.4046, 2.8095], [2.0085, -0.9677, 4.7915], [3.0139, -2.3052, 4.1942], [3.4188, -0.6167, 3.7690], [2.2938, -1.7168, 2.0773], [-2.8255, 3.8041, -4.7129], [-3.0877, 2.5767, -4.0422], [-2.5111, 3.5778, -5.7292], [-3.7281, 4.4198, -4.7466], [-2.0277, 4.3520, -4.2039], [-3.3635, 2.7941, -3.1458]],
  "forces_ev_per_a": [[0.36, 0.37, 0.00], [-0.17, -0.29, -0.72], [-0.75, -0.09, 0.89], [1.88, -0.65, 0.42], [-0.55, 0.44, -0.15], [0.31, 0.42, -0.18], [-0.66, 0.75, 1.72], [0.43, -0.26, -0.94], [0.32, -1.47, -0.60], [-0.40, 0.88, -1.43], [0.04, 0.04, 0.57], [-0.81, -0.43, -1.29], [0.45, -0.07, 1.65], [-0.02, -0.16, -1.25], [0.01, 0.14, 1.53], [-0.23, 0.34, -1.14], [-0.23, -0.11, -0.72], [0.89, 0.74, 1.31], [-0.11, -0.43, -0.33], [-1.29, -0.39, 1.15], [0.70, 0.33, -0.70], [-0.01, -0.20, -0.58], [-0.61, 0.95, 0.27], [-0.62, -0.38, -0.54], [-0.44, 0.14, -0.24], [-0.10, -0.18, 0.25], [-0.09, -0.19, -0.09], [-0.23, -0.03, -0.11], [0.41, 0.24, -0.16], [-0.13, -0.07, -0.10], [0.09, -0.08, 0.58], [0.15, -0.14, 0.41], [0.12, -0.19, 0.08], [0.24, 0.06, 0.25], [0.19, 0.44, 0.06], [0.29, -0.26, 0.19], [-0.05, 0.21, 0.23], [-0.09, 0.15, -0.54], [-0.11, -0.17, -0.08], [0.05, 0.19, -0.15], [-0.22, -0.06, 0.17], [0.10, -0.51, -0.23], [0.01, 0.00, 0.31], [-0.04, 0.07, -0.19], [0.20, 0.14, -0.04], [0.14, -0.11, 0.04], [0.38, -0.21, 0.12], [0.16, 0.08, 0.14], [0.26, -0.14, 0.39], [-0.16, 0.08, -0.12], [0.04, -0.05, -0.01], [-0.17, 0.12, -0.09], [-0.15, 0.03, -0.05], [0.21, 0.03, -0.06], [-0.08, -0.11, -0.36], [0.14, 0.09, 0.28], [-0.02, 0.02, -0.03], [0.10, 0.01, 0.14], [0.05, -0.02, 0.17], [-0.27, 0.03, -0.06], [0.18, -0.28, 0.00], [-0.06, 0.11, 0.09], [0.03, -0.01, -0.05], [-0.02, 0.15, 0.02], [-0.08, 0.14, 0.06], [-0.04, -0.12, -0.31], [0.32, 0.15, 0.09], [-0.14, -0.01, 0.01], [0.01, 0.05, 0.09], [-0.09, -0.12, -0.13], [-0.10, -0.02, -0.13], [0.05, -0.08, 0.06], [0.14, 0.34, 0.10], [-0.24, -0.14, -0.22], [-0.05, 0.08, -0.03], [-0.01, -0.19, 0.11], [0.10, -0.16, 0.00], [0.13, -0.02, -0.13], [0.23, 0.00, 0.42], [-0.09, -0.06, -0.16], [-0.05, -0.02, 0.03], [-0.14, 0.11, -0.06], [-0.15, 0.02, -0.03], [0.04, -0.05, -0.01], [0.24, -0.06, 0.25], [-0.07, -0.05, -0.06], [0.06, -0.04, -0.01], [-0.13, 0.09, -0.06], [-0.15, 0.03, -0.04], [0.09, 0.05, -0.01], [0.11, -0.06, -0.29], [-0.11, 0.00, 0.04], [-0.06, 0.00, -0.06], [0.04, 0.05, 0.14], [0.01, 0.01, 0.13], [0.01, 0.05, 0.00], [-0.10, -0.09, 0.32], [0.02, 0.00, -0.10], [-0.02, -0.06, 0.02], [0.08, 0.11, -0.11], [0.00, 0.11, -0.11], [0.14, -0.14, 0.06]],
  "homo_ev": -10.57,
  "orbital_gap_ev": 5.41,
  "lumo_energy_ev": -5.2,
  "molar_mass_g_mol": 651.841,
  "total_charge": 1
}